No. 1
This record from OMol25 describes C35H26BiN10O7S as an isolated structure. The level of theory is ωB97M-V/def2-TZVPD.

Results
Maximum force = 0.0095 Eh/bohr
LUMO energy = 2.29 eV
Charge = -1
Energy above the lowest of the compared OMol25 structures with the same formula, charge and spin = 0.719 eV
HOMO = -5.57 eV
E = -82629.00615 eV

Last column: Mulliken charge in e.
Geometry (Å):
Bi1 0.36 0.21 0.13  3.3929
O1 1.49 4.34 -0.87  -0.6177
C1 1.58 3.15 -0.67  -0.2364
N1 1.22 2.43 0.45  0.0330
C2 1.20 3.08 1.66  -0.0743
O2 1.52 4.22 1.89  -0.6899
C3 0.84 2.19 2.84  0.4360
C4 0.60 2.78 4.08  -0.7646
C5 0.26 1.97 5.14  -0.2897
C6 0.20 0.59 4.95  -0.8945
C7 0.47 0.09 3.69  -0.1514
N2 0.78 0.88 2.66  -0.0519
C8 2.21 2.28 -1.76  0.6010
C9 3.10 2.86 -2.66  -0.7388
C10 3.71 2.04 -3.59  -0.2827
C11 3.39 0.69 -3.62  -0.9320
C12 2.48 0.20 -2.71  -0.3278
N3 1.91 0.99 -1.79  0.2345
H1 0.65 3.86 4.16  0.4823
H2 0.04 2.39 6.11  0.4157
H3 -0.07 -0.08 5.75  0.4125
H4 0.41 -0.97 3.48  0.4191
H5 3.28 3.92 -2.59  0.5196
H6 4.42 2.46 -4.29  0.4189
H7 3.84 0.03 -4.35  0.4607
H8 2.18 -0.84 -2.70  0.2622
N4 -6.42 2.39 -2.93  -0.6403
C13 -5.60 2.20 -1.82  0.8162
C14 -4.60 3.12 -1.52  -0.5404
C15 -3.75 2.91 -0.44  -0.4267
C16 -3.93 1.79 0.36  -0.4412
C17 -4.97 0.90 0.11  -0.3670
C18 -5.80 1.11 -0.97  -0.8466
S1 -2.78 1.49 1.67  1.1876
O3 -3.50 1.15 2.86  -0.7426
O4 -1.88 2.62 1.68  -0.7054
N5 -1.83 0.26 1.20  -0.2154
C19 -2.17 -1.05 1.36  0.3081
N6 -3.43 -1.49 1.53  -0.4108
C20 -3.58 -2.81 1.59  -0.2224
C21 -2.54 -3.71 1.48  -1.0017
C22 -1.28 -3.17 1.32  -0.0742
N7 -1.08 -1.86 1.29  -0.0128
H9 -5.98 2.91 -3.68  0.2808
H10 -6.85 1.55 -3.27  0.2314
H11 -4.45 3.99 -2.16  0.3657
H12 -2.94 3.59 -0.23  0.4580
H13 -5.10 0.05 0.76  0.5082
H14 -6.59 0.40 -1.20  0.2891
H15 -4.60 -3.15 1.73  0.4276
H16 -2.70 -4.78 1.51  0.4032
H17 -0.40 -3.79 1.22  0.3749
C23 -1.70 -3.76 -5.56  -0.7606
O5 -0.58 -4.51 -5.07  -0.4864
C24 0.02 -4.05 -3.95  0.9750
C25 1.13 -4.80 -3.50  -1.0892
C26 1.77 -4.40 -2.36  -0.9836
C27 1.39 -3.25 -1.62  0.9663
C28 2.17 -2.86 -0.47  0.8891
C29 3.08 -3.88 0.19  -2.0319
O6 2.17 -1.73 0.02  -0.6030
C30 0.25 -2.50 -2.07  -0.6695
O7 -0.24 -1.48 -1.47  -0.5404
C31 -0.41 -2.94 -3.26  -0.1057
H18 -2.03 -4.27 -6.46  0.2555
H19 -1.41 -2.74 -5.79  0.3160
H20 -2.51 -3.74 -4.83  0.3330
H21 1.44 -5.67 -4.06  0.4116
H22 2.62 -4.98 -2.02  0.4181
H23 2.65 -4.88 0.20  0.4559
H24 3.28 -3.55 1.20  0.4191
H25 4.03 -3.93 -0.35  0.4131
H26 -1.27 -2.36 -3.56  0.1664
N8 -0.97 1.20 -1.50  -0.2319
C32 -1.68 1.14 -2.41  0.7090
C33 -2.54 1.05 -3.50  0.2176
C34 -3.13 -0.21 -3.81  -0.0658
N9 -3.61 -1.22 -4.09  -0.6495
C35 -2.87 2.18 -4.29  -0.1248
N10 -3.15 3.09 -4.94  -0.6438

***

No. 2
This record from OMol25 describes C35H26N6O11PbS4Te as an isolated structure. The level of theory is ωB97M-V/def2-TZVPD.

Results
Maximum force = 0.0446 Eh/bohr
LUMO energy = -0.98 eV
Energy above the lowest of the compared OMol25 structures with the same formula, charge and spin = 1.604 eV
HOMO = -7.68 eV
E = -124060.10857 eV

Last column: Mulliken charge in e.
Geometry (Å):
Pb1 -0.01 -0.36 0.10  1.8569
O1 -0.89 -2.23 4.45  -0.7714
S1 -0.19 -1.32 3.59  1.4202
O2 1.15 -0.93 4.04  -0.7634
O3 -0.27 -1.72 2.17  -0.5172
C1 -0.94 0.29 3.70  0.3563
C2 -2.27 0.50 4.01  -0.6397
C3 -2.71 1.80 4.26  -0.6778
C4 -1.82 2.86 4.21  -0.6211
C5 -0.49 2.66 3.88  -0.5300
C6 -0.05 1.37 3.61  0.1076
S2 1.67 1.14 3.14  1.0619
O4 1.76 2.55 2.32  -0.4557
O5 2.60 1.31 4.20  -0.7749
O6 1.99 0.26 2.00  -0.0035
H1 -2.93 -0.34 4.10  0.5292
H2 -3.75 1.97 4.50  0.4526
H3 -2.17 3.86 4.42  0.4486
H4 0.21 3.49 3.84  0.4704
N1 -2.42 0.11 -3.84  -0.0657
C7 -1.96 1.13 -4.71  -0.0331
C8 -2.73 1.49 -5.80  -0.7297
C9 -2.30 2.48 -6.68  -0.6168
C10 -1.09 3.11 -6.46  -0.6858
C11 -0.31 2.75 -5.37  -0.8068
C12 -0.74 1.77 -4.50  0.9297
S3 0.28 1.30 -3.12  -0.1274
N2 -0.54 -0.01 -2.46  -0.3270
C13 -1.68 -0.44 -2.84  0.8212
C14 -2.25 -1.65 -2.15  0.4114
C15 -3.35 -2.33 -2.64  -0.9806
C16 -3.85 -3.41 -1.92  -0.5244
C17 -3.23 -3.78 -0.74  -0.8637
C18 -2.11 -3.07 -0.34  -0.4539
N3 -1.63 -2.04 -1.04  0.0971
H5 -3.34 -0.23 -4.00  0.1516
H6 -3.68 0.99 -5.97  0.3815
H7 -2.91 2.74 -7.53  0.3814
H8 -0.74 3.89 -7.13  0.3899
H9 0.65 3.23 -5.18  0.4121
H10 -3.82 -2.06 -3.58  0.4504
H11 -4.72 -3.94 -2.28  0.4438
H12 -3.60 -4.60 -0.14  0.4433
H13 -1.57 -3.31 0.57  0.5653
Te1 2.07 2.16 0.38  0.3760
C19 1.89 4.22 -0.01  0.1259
C20 1.91 5.27 0.84  -0.3486
C21 1.92 6.53 0.17  -0.6527
C22 1.91 6.41 -1.18  -0.5049
S4 1.88 4.76 -1.65  -0.0933
H14 1.94 5.15 1.92  0.5341
H15 1.95 7.49 0.68  0.3649
H16 1.92 7.18 -1.94  0.3985
O7 -2.47 0.40 0.21  -0.8703
C23 -2.23 1.58 0.60  0.1154
O8 -1.08 2.03 0.76  -0.1587
C24 -3.40 2.48 0.91  0.2220
C25 -4.68 1.95 1.04  -0.2620
C26 -5.72 2.74 1.47  -0.5581
C27 -5.47 4.07 1.75  -0.0337
C28 -4.22 4.64 1.56  -0.3802
C29 -3.18 3.83 1.14  -0.4596
N4 -6.56 4.91 2.30  1.0118
O9 -7.62 4.36 2.56  -0.6101
O10 -6.34 6.09 2.46  -0.6136
H17 -4.82 0.90 0.83  0.4328
H18 -6.72 2.35 1.61  0.4793
H19 -4.08 5.69 1.77  0.5035
H20 -2.19 4.23 0.99  0.5499
N5 5.53 -1.70 1.49  -0.2649
C30 5.72 -2.06 0.20  0.4444
O11 6.80 -2.41 -0.24  -0.6498
C31 4.50 -2.02 -0.69  -0.0505
C32 4.51 -2.75 -1.87  -0.2920
C33 3.38 -2.74 -2.67  -1.0151
C34 2.28 -2.02 -2.25  -0.3237
N6 2.26 -1.30 -1.13  0.4887
C35 3.37 -1.29 -0.38  -0.2215
H21 6.33 -1.72 2.11  0.2168
H22 4.65 -1.41 1.88  0.1648
H23 5.41 -3.30 -2.14  0.5025
H24 3.35 -3.30 -3.60  0.4114
H25 1.35 -2.02 -2.82  0.3943
H26 3.33 -0.69 0.52  0.0131